No. 1
# CH2S2

A single CH2S2 molecule (ωB97M-V/def2-TZVPD, the Open Molecules 2025 dataset).

Structure (ORCA input):
```
! RIJCOSX wB97M-V def2-TZVPD def2/J DEFGRID3
* xyz 0 1
S -1.13046 -0.73311 0.78015
S 1.07273 0.88391 -0.89868
C 0.28363 -0.28868 0.09950
H 0.98003 -1.18458 0.33877
H -1.75822 0.50378 0.96064
*
```

Values from the calculation:
relative energy (zero: lowest compared OMol25 entry of this formula, charge and spin): 70.49 kJ/mol
M: 78.161 g/mol
LUMO: -0.6664 eV
Kohn-Sham gap: 8.122 eV
E_tot: -835.62095 Eh
E_HOMO: -8.7882 eV



No. 2
# C5H12NO

A gas-phase ion, C5H12NO (charge -1) (ωB97M-V/def2-TZVPD, the Open Molecules 2025 dataset).

Structure (ORCA input):
```
! RIJCOSX wB97M-V def2-TZVPD def2/J DEFGRID3
* xyz -1 1
O -0.37332 2.10244 -1.99731
N -0.69509 1.21212 0.78805
C 0.06848 0.43918 -0.25342
C -0.23938 -1.07399 -0.03202
C -0.45926 0.80540 -1.68211
C 0.80808 -1.89983 0.74162
C 0.93145 -1.44718 2.19910
H 1.07297 -2.24716 2.93844
H 0.48436 -2.94556 0.82857
H -1.13950 -1.16810 0.59575
H -0.36249 -1.55570 -1.00212
H 0.03450 -0.93688 2.55225
H 1.13185 0.57242 -0.04785
H -1.65573 1.31649 0.48035
H 1.80480 -0.81239 2.41162
H -0.14602 2.05295 0.83297
H -1.48486 0.36504 -1.66724
H 0.30026 0.21852 -2.29576
H 1.74680 -1.87604 0.18265
*
```

Values from the calculation:
relative energy (zero: lowest compared OMol25 entry of this formula, charge and spin): 72.47 kJ/mol
M: 102.157 g/mol
LUMO: 3.8694 eV
Kohn-Sham gap: 6.134 eV
E_tot: -327.66845 Eh
E_HOMO: -2.2649 eV



No. 3
# C4H34NO12

13 unconnected molecules or ions with the total composition C4H34NO12 (ωB97M-V/def2-TZVPD, the Open Molecules 2025 dataset).

Structure (ORCA input):
```
! RIJCOSX wB97M-V def2-TZVPD def2/J DEFGRID3
* xyz 1 1
O -1.38758 0.46395 4.39843
O -2.50496 -2.69528 0.98576
O 1.84324 -3.88266 -0.69111
O -1.32036 -1.27816 -1.03952
O -0.97281 -1.22009 -4.07616
O -2.75417 3.83628 -1.03026
O 3.56525 1.91130 -0.80737
O -3.01473 0.68529 -0.30013
O -0.49070 4.89181 0.00936
O -0.38364 1.84859 -2.10618
O 4.35235 -0.95078 -2.05561
O -2.36804 2.04520 1.61165
N 1.04025 -1.16996 -1.29286
C 0.93360 -0.46566 0.92462
C 1.07803 -0.59905 2.40608
C 0.99040 -1.53578 0.17164
C 1.66674 -1.94669 2.86570
H 2.47387 -2.34004 2.19901
H 0.59517 0.54007 0.83266
H -2.06303 4.45730 -1.28413
H 1.16249 -2.75433 2.36376
H 0.67525 -2.01230 -1.83987
H -1.57279 0.69940 3.46584
H 4.82374 -0.29142 -1.51557
H -1.78936 -1.34447 -4.62084
H -1.32754 -1.25330 -3.17215
H -1.76792 -2.07006 -0.67017
H -2.66186 2.94995 1.46589
H -3.41507 -2.95956 1.11195
H 0.28423 5.44070 0.18110
H 4.18087 1.44588 -0.21086
H 4.64933 -0.54798 -2.91151
H -1.43657 2.21376 1.76142
H -3.06204 1.15325 0.57361
H 1.71425 -1.91618 3.96828
H -2.26530 -1.99917 1.62973
H -1.41366 -0.53044 4.40907
H 0.48735 -0.38764 -1.53747
H -1.92551 -0.54051 -0.85293
H 0.90528 -2.56533 0.43239
H 2.69247 1.59446 -0.44436
H -3.21015 1.35796 -0.96002
H 1.66315 0.10751 2.89875
H 2.01905 -1.12551 -1.53382
H -0.53381 2.37071 -2.89766
H -1.02779 1.13967 -2.24507
H 2.67523 -3.78959 -0.23634
H 0.10458 -0.63259 2.95505
H 2.00491 -4.33711 -1.54586
H -0.34946 3.98640 -0.23123
H -3.56222 4.00221 -1.51266
*
```

Values from the calculation:
relative energy (zero: lowest compared OMol25 entry of this formula, charge and spin): 567.85 kJ/mol
M: 288.311 g/mol
LUMO: -2.5590 eV
Kohn-Sham gap: 10.574 eV
E_tot: -1130.10504 Eh
E_HOMO: -13.1327 eV



No. 4
# C3H3O3Sn

A molecular structure, C3H3O3Sn (ωB97M-V/def2-TZVPD, the Open Molecules 2025 dataset).

Structure (ORCA input):
```
! RIJCOSX wB97M-V def2-TZVPD def2/J DEFGRID3
* xyz 0 2
Sn -2.03599 -1.41675 -0.20073
O -1.23210 -0.22114 1.21430
O 0.66735 0.80617 0.72970
O -0.24645 -0.69349 -0.68805
C 1.94942 1.34070 -1.26192
C -0.29628 -0.04382 0.38996
C 1.89711 0.76660 0.03080
H 1.50866 0.68383 -2.03016
H 2.67739 1.22103 0.66908
H 2.33463 -0.21673 -0.50872
*
```

Values from the calculation:
relative energy (zero: lowest compared OMol25 entry of this formula, charge and spin): 376.64 kJ/mol
M: 205.765 g/mol
LUMO (spin up / spin down): -1.1885 / -1.1886 eV
Kohn-Sham gap (spin up / spin down): 5.107 / 7.756 eV
E_tot: -555.92192 Eh
E_HOMO (spin up / spin down): -6.2951 / -8.9444 eV